{
  "formula": "C21H63O28P7",
  "method": "ωB97M-V/def2-TZVPD",
  "e_above_lowest_kcal_mol": 3.7,
  "smiles": "COP(=O)(OC)OC.COP(=O)(OC)OC.COP(=O)(OC)OC.COP(=O)(OC)OC.COP(=O)(OC)OC.COP(=O)(OC)OC.COP(=O)(OC)OC",
  "fmax_ev_per_a": 1.6,
  "homo_energy_ev": -10.303,
  "symbols": ["C", "O", "P", "O", "O", "C", "O", "C", "H", "H", "H", "H", "H", "H", "H", "H", "H", "C", "O", "P", "O", "O", "C", "O", "C", "H", "H", "H", "H", "H", "H", "H", "H", "H", "C", "O", "P", "O", "O", "C", "O", "C", "H", "H", "H", "H", "H", "H", "H", "H", "H", "C", "O", "P", "O", "O", "C", "O", "C", "H", "H", "H", "H", "H", "H", "H", "H", "H", "C", "O", "P", "O", "O", "C", "O", "C", "H", "H", "H", "H", "H", "H", "H", "H", "H", "C", "O", "P", "O", "O", "C", "O", "C", "H", "H", "H", "H", "H", "H", "H", "H", "H", "C", "O", "P", "O", "O", "C", "O", "C", "H", "H", "H", "H", "H", "H", "H", "H", "H"],
  "positions_angstrom": [[-10.40223, -4.64743, 11.70535], [-9.72366, -5.39396, 10.68273], [-9.99707, -5.04838, 9.17230], [-11.25006, -5.50286, 8.57547], [-9.71035, -3.49315, 9.14218], [-9.73905, -2.79735, 7.89706], [-8.72243, -5.73594, 8.52548], [-8.75356, -6.37909, 7.27055], [-10.75665, -5.36028, 12.44949], [-11.29737, -4.16517, 11.30756], [-9.75422, -3.92691, 12.19516], [-10.75287, -2.45782, 7.67991], [-9.42028, -3.38334, 7.03332], [-9.08685, -1.93617, 8.01253], [-7.75941, -6.34481, 6.82382], [-9.44480, -5.92400, 6.55936], [-9.02195, -7.43586, 7.34161], [-1.82925, -12.86875, 10.45146], [-2.40198, -12.56077, 11.72874], [-3.87665, -11.99319, 11.77281], [-4.88910, -12.87861, 11.19104], [-3.74635, -10.57621, 11.08228], [-4.88221, -9.99872, 10.43856], [-4.01849, -11.61202, 13.30505], [-4.79981, -12.47594, 14.14859], [-1.31301, -13.81651, 10.57310], [-1.07457, -12.10715, 10.23670], [-2.53714, -12.84221, 9.62565], [-5.61452, -10.73361, 10.10077], [-4.52474, -9.45939, 9.56272], [-5.40494, -9.30613, 11.10126], [-5.58930, -11.87437, 14.59449], [-4.14416, -12.83130, 14.94726], [-5.19031, -13.35898, 13.64718], [-10.12274, -10.45378, 16.30227], [-10.04841, -9.02262, 16.35851], [-11.29397, -8.24916, 16.94191], [-12.11376, -8.95801, 17.91650], [-12.11296, -7.74252, 15.67740], [-11.44352, -7.05508, 14.62924], [-10.56836, -6.94219, 17.48829], [-11.36465, -5.84960, 17.92076], [-10.58140, -10.86978, 17.19655], [-9.12658, -10.86868, 16.15956], [-10.69529, -10.75664, 15.42562], [-10.46603, -6.66379, 14.91217], [-12.04446, -6.19590, 14.32034], [-11.35713, -7.70173, 13.75426], [-10.75522, -4.94871, 17.93019], [-11.81499, -6.02678, 18.89725], [-12.19106, -5.65487, 17.22890], [-10.16546, -17.03244, 15.96219], [-8.80639, -16.87427, 15.54892], [-8.36213, -15.54231, 14.81672], [-7.01383, -15.57763, 14.26859], [-9.51958, -15.24832, 13.77144], [-9.43340, -15.83484, 12.47121], [-8.64917, -14.37884, 15.86087], [-7.56544, -13.98685, 16.71409], [-10.19250, -17.37037, 17.00016], [-10.59967, -17.84260, 15.37801], [-10.75713, -16.12142, 15.91811], [-9.63077, -15.05601, 11.73487], [-10.24263, -16.55957, 12.35804], [-8.48342, -16.32103, 12.26142], [-7.08552, -13.10877, 16.29049], [-6.81406, -14.77485, 16.82609], [-7.93851, -13.85897, 17.72836], [-9.34127, -9.01480, 10.19044], [-8.63804, -10.08861, 10.80434], [-8.56094, -10.17035, 12.37540], [-9.84067, -10.30164, 13.07452], [-7.49625, -11.31187, 12.60504], [-7.96009, -12.64332, 12.88634], [-7.70463, -8.87608, 12.69549], [-7.76990, -8.28738, 14.00494], [-8.72623, -8.27648, 9.68206], [-9.95648, -8.46319, 10.90982], [-10.08740, -9.46642, 9.53587], [-8.02025, -12.78541, 13.95979], [-7.23043, -13.33366, 12.46103], [-8.89018, -12.88183, 12.37004], [-6.84749, -7.74307, 14.19151], [-7.89091, -9.01345, 14.80428], [-8.57741, -7.56216, 13.94228], [-7.34365, -5.32893, 17.13859], [-6.81394, -5.67277, 15.84293], [-6.87486, -4.57651, 14.70934], [-8.18360, -4.00432, 14.40719], [-6.16501, -5.34322, 13.52918], [-6.33823, -4.89083, 12.17750], [-5.83683, -3.47065, 15.19075], [-4.48611, -3.85947, 15.46811], [-7.69545, -4.29766, 17.16614], [-6.54540, -5.46731, 17.86476], [-8.17121, -5.99715, 17.36216], [-6.50324, -5.77478, 11.56510], [-5.42014, -4.40454, 11.84852], [-7.17552, -4.20662, 12.06914], [-4.18719, -4.74786, 14.91633], [-4.36220, -4.00374, 16.54210], [-3.86084, -3.01397, 15.18524], [-7.52464, -13.53181, 9.42596], [-7.07847, -13.71666, 8.08098], [-6.18483, -12.57691, 7.40725], [-5.97604, -12.79435, 5.98258], [-6.83536, -11.20900, 7.84713], [-8.08442, -10.77353, 7.35159], [-4.89353, -12.48968, 8.30566], [-4.00762, -13.59915, 8.45190], [-8.50822, -13.97536, 9.57019], [-7.56920, -12.48428, 9.72721], [-6.82059, -14.02309, 10.10276], [-8.91332, -10.86597, 8.06013], [-8.38357, -11.24087, 6.41366], [-8.02142, -9.69230, 7.21280], [-3.01057, -13.28621, 8.16093], [-4.35173, -14.45828, 7.87119], [-4.04036, -13.93013, 9.49148]],
  "forces_ev_per_angstrom": [[-0.758, -0.241, 0.288], [0.121, 0.264, 0.110], [0.279, -0.621, -0.017], [-0.250, 0.238, -0.081], [0.106, -0.104, -0.058], [-0.386, 0.495, -0.254], [0.324, 0.187, 0.241], [0.016, -0.503, -1.023], [0.211, -0.050, -0.016], [0.144, 0.142, -0.063], [0.207, -0.005, -0.182], [0.004, 0.004, 0.140], [0.219, -0.243, 0.259], [0.021, -0.009, -0.062], [0.066, 0.181, 0.254], [-0.102, 0.118, 0.228], [-0.130, 0.088, 0.317], [0.866, 0.767, 0.166], [-0.246, 0.177, 0.017], [0.315, 0.511, 0.268], [-0.267, -0.086, 0.362], [0.084, -0.353, -0.087], [-0.680, 0.428, -0.383], [-0.439, -0.557, -0.378], [0.471, -0.078, 0.734], [-0.211, -0.212, -0.298], [0.028, -0.028, 0.092], [0.465, -0.063, 0.974], [0.298, -0.172, 0.110], [0.078, -0.013, 0.065], [0.228, -0.006, 0.165], [-0.135, -0.063, -0.146], [-0.014, 0.091, -0.024], [-0.130, 0.199, -0.249], [-0.264, -0.616, -0.491], [0.255, 0.039, 0.291], [-0.034, 0.235, 0.030], [-0.198, -0.081, -0.110], [-0.097, -0.101, 0.328], [-0.061, 0.449, -0.771], [0.431, -0.116, -0.159], [-0.733, 0.484, -0.150], [0.060, 0.152, 0.110], [0.149, 0.318, 0.170], [-0.068, 0.093, 0.024], [0.044, -0.185, 0.154], [-0.155, -0.088, 0.249], [0.172, -0.179, 0.179], [0.206, -0.153, 0.132], [0.250, -0.127, 0.079], [0.095, -0.139, -0.067], [-0.282, -0.616, 0.582], [0.273, 0.112, -0.030], [-0.572, 0.245, -0.024], [0.376, -0.245, 0.041], [0.255, 0.121, 0.180], [-0.690, -0.175, -0.520], [-0.060, -0.113, -0.067], [0.376, -0.612, 0.377], [0.306, 0.087, -0.018], [-0.146, 0.250, -0.212], [0.090, 0.067, -0.329], [0.214, 0.081, 0.068], [0.105, -0.077, 0.158], [0.138, 0.146, 0.190], [-0.055, 0.167, 0.231], [-0.027, 0.014, -0.407], [-0.283, 0.523, -0.194], [-1.562, 0.207, 0.306], [0.477, -0.070, -0.438], [0.600, 0.527, 0.110], [-0.019, -0.016, 0.101], [-0.365, -0.193, -0.006], [0.424, -0.501, -0.626], [0.085, -0.241, 0.070], [0.149, 0.544, -0.239], [0.448, -0.373, -0.026], [0.265, -0.022, 0.179], [0.275, 0.114, -0.358], [-0.265, -0.004, 0.007], [0.235, 0.167, 0.221], [-0.269, 0.345, 0.344], [0.080, -0.105, -0.247], [-0.338, -0.089, -0.092], [-0.141, -0.067, 0.568], [0.015, -0.040, 0.046], [-0.033, -0.275, -0.142], [0.175, 0.294, 0.131], [-0.166, 0.125, -0.004], [-0.082, -0.176, 0.156], [0.224, -0.173, -0.343], [-0.158, -0.009, -0.213], [0.165, 0.486, 0.243], [0.025, 0.007, -0.025], [-0.020, 0.018, 0.024], [-0.021, -0.051, -0.038], [-0.081, 0.021, 0.012], [-0.008, 0.041, 0.072], [-0.088, -0.020, 0.148], [-0.041, -0.028, 0.007], [-0.072, -0.204, -0.040], [0.026, -0.092, -0.108], [0.357, -0.216, 0.871], [-0.299, 0.321, -0.396], [0.122, -0.560, 0.279], [-0.203, -0.122, -0.142], [-0.017, 0.207, 0.279], [-0.790, 0.880, -0.251], [0.192, 0.398, 0.123], [-0.974, -0.936, -0.305], [-0.045, -0.077, -0.392], [0.004, 0.053, -0.196], [-0.052, 0.052, -0.070], [0.378, -0.619, 0.272], [0.272, -0.094, -0.030], [0.256, -0.071, -0.295], [-0.206, -0.212, -0.483], [0.181, 0.159, -0.366], [0.011, 0.247, -0.190]],
  "lowdin_charge": [-0.066, -0.212, 0.325, -0.215, -0.208, -0.083, -0.213, -0.113, 0.072, 0.093, 0.078, 0.094, 0.084, 0.091, 0.094, 0.087, 0.070, -0.086, -0.191, 0.375, -0.221, -0.182, -0.080, -0.183, -0.089, 0.101, 0.098, 0.020, 0.059, 0.095, 0.083, 0.077, 0.093, 0.072, -0.088, -0.212, 0.347, -0.212, -0.199, -0.111, -0.232, -0.095, 0.084, 0.077, 0.083, 0.075, 0.087, 0.090, 0.087, 0.093, 0.090, -0.092, -0.198, 0.331, -0.209, -0.219, -0.082, -0.222, -0.083, 0.090, 0.092, 0.088, 0.074, 0.092, 0.092, 0.075, 0.090, 0.093, -0.089, -0.210, 0.341, -0.206, -0.201, -0.091, -0.210, -0.059, 0.082, 0.085, 0.093, 0.071, 0.073, 0.087, 0.074, 0.082, 0.081, -0.060, -0.220, 0.323, -0.220, -0.226, -0.058, -0.210, -0.086, 0.090, 0.092, 0.076, 0.092, 0.092, 0.077, 0.087, 0.088, 0.090, -0.095, -0.194, 0.340, -0.213, -0.217, -0.089, -0.206, -0.101, 0.084, 0.072, 0.078, 0.077, 0.098, 0.078, 0.088, 0.104, 0.071]
}